Record 1
{"formula": "C7H13N", "method": "ωB97M-V/def2-TZVPD", "symbols": ["C", "C", "C", "C", "C", "C", "C", "H", "H", "H", "H", "H", "H", "H", "H", "H", "H", "H", "H", "H", "N"], "coordinates": [[0.70, 1.48, 0.04], [1.89, 0.33, -0.02], [1.58, -1.19, -0.10], [-0.03, -1.04, -0.12], [-1.42, -1.05, -0.69], [-1.44, 0.25, 0.26], [-0.84, 1.39, -0.29], [0.71, 2.04, 1.03], [1.08, 2.21, -0.60], [2.26, 0.32, -1.11], [2.90, 0.41, 0.64], [2.00, -1.59, -1.04], [2.07, -1.91, 0.75], [0.13, -0.18, -0.63], [-1.74, -0.99, -1.83], [-2.11, -1.79, -0.13], [-2.58, 0.34, 0.67], [-1.39, 2.38, -0.24], [-0.87, 1.44, -1.40], [-1.15, -1.13, 1.57], [-0.56, -0.37, 1.13]], "lowdin_charge": [-0.15, -0.17, -0.15, -0.31, -0.07, -0.46, -0.20, 0.12, 0.06, 0.10, 0.14, 0.08, 0.13, 0.01, 0.14, 0.11, 0.18, 0.14, 0.12, 0.13, 0.03], "homo_energy_ha": -0.3242, "e_tot_ev": -8952.850, "multiplicity": 1, "e_lumo_ha": 0.039, "homo_lumo_gap_ev": 9.89, "max_force_ev_per_a": 8.45}

Record 2
{"formula": "C7H13N", "method": "ωB97M-V/def2-TZVPD", "symbols": ["C", "C", "C", "C", "C", "C", "C", "N", "H", "H", "H", "H", "H", "H", "H", "H", "H", "H", "H", "H", "H"], "coordinates": [[-1.77, -1.67, -0.27], [-0.91, -0.55, 0.30], [-1.59, 0.86, 0.24], [-0.53, 1.87, -0.28], [0.68, 0.93, -0.08], [1.71, -0.01, -0.65], [2.70, -0.56, 0.33], [0.25, -0.34, -0.67], [-1.24, -2.61, -0.31], [-2.19, -1.29, -1.20], [-2.64, -1.81, 0.34], [-0.50, -0.77, 1.31], [-1.99, 1.16, 1.22], [-2.46, 0.74, -0.44], [-0.72, 2.16, -1.33], [-0.51, 2.84, 0.33], [0.79, 0.98, 1.03], [2.11, 0.11, -1.65], [3.07, -1.52, -0.01], [2.20, -0.66, 1.34], [3.54, 0.14, 0.43]], "lowdin_charge": [-0.07, -0.35, -0.15, -0.14, -0.29, -0.23, -0.07, 0.00, 0.08, 0.08, 0.06, 0.14, 0.11, 0.11, 0.10, 0.12, 0.12, 0.12, 0.07, 0.09, 0.08], "homo_energy_ha": -0.3114, "e_tot_ev": -8956.694, "multiplicity": 1, "e_lumo_ha": 0.042, "homo_lumo_gap_ev": 9.62, "max_force_ev_per_a": 1.82}